The following is a DFT calculation (ωB97M-V with the def2-TZVPD basis set) of a gas-phase ion, C11H18N3 (charge +1) in a non-equilibrium geometry.

Computed properties:
**HOMO-LUMO gap**: 9.27 eV
**2S+1**: 1
**Total charge**: +1
**Relative energy (zero: lowest compared OMol25 entry of this formula, charge and spin)**: 427.10 kJ/mol
**E_LUMO**: -3.0 eV
**HOMO level**: -12.3 eV
**F_max**: 0.094 hartree/bohr
**Structure (SMILES)**: C[C@@]12C#CCCN3CCN(CC[NH2+]1)[C@@H]32
**Energy**: -593.81909 hartree

CARTESIAN COORDINATES (ANGSTROEM)
C  0.349  1.534  1.689
C  0.063  1.437  0.230
C  -1.217  2.097  -0.107
C  -2.373  1.722  -0.172
C  -3.368  0.688  -0.222
C  -2.439  -0.628  -0.684
N  -1.332  -0.674  0.229
C  -0.961  -2.017  0.602
C  0.473  -2.167  -0.014
N  1.016  -0.841  0.102
C  2.208  -0.422  -0.606
C  2.503  1.113  -0.331
N  1.285  1.920  -0.511
C  -0.112  0.013  -0.229
H  1.206  2.239  1.914
H  0.563  0.461  1.942
H  -0.596  1.856  2.127
H  -3.714  0.578  0.748
H  -4.094  0.977  -0.965
H  -3.091  -1.507  -0.374
H  -2.169  -0.581  -1.707
H  -1.559  -2.831  0.157
H  -0.834  -2.249  1.664
H  1.150  -2.886  0.533
H  0.311  -2.382  -1.087
H  2.010  -0.521  -1.699
H  3.104  -1.028  -0.206
H  2.993  1.136  0.568
H  3.220  1.378  -1.030
H  1.514  2.871  -0.233
H  1.006  1.915  -1.472
H  -0.366  0.103  -1.389

Mulliken population analysis, charges in e, atoms 1 to 5: number 1, C, carries -1.3785; number 2, C, carries 1.6053; number 3, C, carries -1.1271; number 4, C, carries 0.0353; number 5, C, carries -0.8636